No. 1
{"formula": "C23H31N3O7S", "method": "the ωB97M-V functional and the def2-TZVPD basis", "elements": ["C", "C", "O", "C", "C", "C", "N", "C", "C", "O", "C", "C", "C", "O", "C", "C", "C", "C", "N", "S", "O", "O", "C", "C", "C", "N", "C", "C", "O", "C", "C", "C", "O", "C", "H", "H", "H", "H", "H", "H", "H", "H", "H", "H", "H", "H", "H", "H", "H", "H", "H", "H", "H", "H", "H", "H", "H", "H", "H", "H", "H", "H", "H", "H", "H"], "coordinates": [[-0.974, -3.929, 1.951], [-0.799, -4.534, 0.561], [0.112, -3.802, -0.233], [-0.276, -2.593, -0.758], [-1.563, -2.093, -0.794], [-1.871, -0.838, -1.327], [-3.208, -0.444, -1.239], [-3.828, -0.407, 0.070], [-3.839, 1.028, 0.614], [-4.510, 1.908, -0.257], [-3.884, 1.922, -1.526], [-3.818, 0.514, -2.132], [-0.835, -0.098, -1.925], [-1.145, 1.124, -2.479], [-0.108, 2.004, -2.854], [0.601, 2.634, -1.656], [0.452, -0.616, -1.925], [0.750, -1.824, -1.321], [2.075, -2.268, -1.237], [3.372, -1.236, -1.149], [3.454, -0.495, -2.371], [4.477, -2.055, -0.755], [3.012, -0.050, 0.169], [1.874, -0.057, 0.943], [1.673, 0.958, 1.880], [0.528, 1.038, 2.682], [-0.612, 0.290, 2.641], [-1.623, 0.732, 3.679], [-0.810, -0.624, 1.872], [2.647, 1.941, 2.030], [3.801, 1.929, 1.270], [3.997, 0.929, 0.320], [5.069, 0.803, -0.481], [6.104, 1.758, -0.400], [-1.748, -4.465, 2.495], [-1.246, -2.880, 1.873], [-0.041, -3.998, 2.506], [-1.766, -4.628, 0.053], [-0.354, -5.531, 0.634], [-2.379, -2.664, -0.381], [-4.861, -0.764, -0.018], [-3.276, -1.040, 0.763], [-2.798, 1.360, 0.755], [-4.371, 1.080, 1.567], [-2.867, 2.325, -1.431], [-4.484, 2.585, -2.151], [-4.845, 0.170, -2.316], [-3.277, 0.538, -3.075], [-0.620, 2.781, -3.432], [0.616, 1.507, -3.510], [-0.121, 3.151, -1.027], [1.101, 1.875, -1.060], [1.340, 3.350, -2.006], [1.274, -0.081, -2.367], [2.183, -3.113, -0.696], [1.127, -0.821, 0.823], [0.549, 1.790, 3.356], [-1.190, 0.671, 4.676], [-1.932, 1.758, 3.492], [-2.494, 0.086, 3.628], [2.503, 2.730, 2.755], [4.536, 2.703, 1.421], [5.742, 2.762, -0.642], [6.838, 1.449, -1.141], [6.567, 1.762, 0.592]], "forces_ev_per_a": [[0.1, 0.0, -0.4], [-0.2, -0.2, 0.4], [0.3, 0.4, -0.3], [0.3, 0.2, -0.1], [0.3, -0.1, -0.1], [0.4, -0.1, -0.2], [-0.2, 0.2, 0.0], [-0.1, 0.4, 0.2], [0.0, -0.3, 0.1], [-0.2, 0.0, 0.0], [0.1, -0.1, -0.3], [-0.1, 0.3, -0.1], [-0.2, 0.0, 0.2], [-0.2, -0.4, 0.2], [0.3, 0.4, 0.1], [-0.2, -0.3, -0.2], [-0.2, -0.1, -0.1], [-0.7, 0.2, -0.2], [0.7, 0.2, 0.2], [-0.2, -0.5, 0.1], [-0.3, 0.0, 0.1], [-0.2, -0.1, 0.2], [0.4, -0.2, -0.6], [-0.2, -0.1, 0.2], [0.4, -0.1, -0.3], [0.0, 0.3, 0.3], [-0.2, 0.4, 0.5], [-0.1, -0.2, -0.1], [0.0, -0.2, -0.2], [-0.2, -0.2, -0.1], [0.2, -0.1, -0.2], [-0.1, 0.2, 0.2], [0.1, 0.1, 0.1], [0.1, 0.1, 0.0], [-0.1, -0.1, 0.1], [-0.1, 0.0, 0.1], [0.1, 0.0, 0.1], [0.1, 0.0, 0.0], [-0.1, 0.1, -0.1], [-0.1, -0.1, 0.0], [0.0, 0.0, 0.1], [0.0, 0.0, 0.0], [0.0, 0.0, 0.0], [0.1, 0.0, 0.0], [-0.1, 0.0, 0.0], [0.1, 0.0, 0.0], [0.0, 0.1, -0.1], [-0.1, 0.0, 0.0], [0.1, -0.1, 0.0], [-0.1, 0.0, 0.0], [-0.1, 0.1, 0.1], [0.1, 0.0, 0.1], [0.1, 0.1, 0.0], [0.0, 0.2, -0.1], [0.2, -0.1, 0.1], [0.0, 0.0, 0.0], [-0.1, -0.2, -0.1], [0.0, 0.0, 0.1], [0.0, 0.1, 0.0], [0.0, 0.0, 0.0], [0.0, 0.1, 0.1], [0.1, 0.0, 0.0], [0.0, 0.0, 0.0], [0.0, 0.1, 0.1], [0.0, 0.0, 0.0]], "max_force_ha_per_bohr": 0.0156, "e_tot_ha": -1984.1278, "e_homo_ev": -6.9402, "smiles": "CCOc1cc(N2CCOCC2)c(OCC)cc1NS(=O)(=O)c1cc(NC(C)=O)ccc1OC", "gap_ev": 7.31, "de_lowest_kj_mol": 442.78}

No. 2
{"formula": "C23H31NO4", "method": "the ωB97M-V functional and the def2-TZVPD basis", "elements": ["C", "C", "C", "O", "C", "C", "C", "C", "C", "C", "C", "O", "O", "N", "C", "O", "C", "C", "C", "C", "C", "C", "C", "C", "C", "C", "C", "C", "H", "H", "H", "H", "H", "H", "H", "H", "H", "H", "H", "H", "H", "H", "H", "H", "H", "H", "H", "H", "H", "H", "H", "H", "H", "H", "H", "H", "H", "H", "H"], "coordinates": [[-7.971, -2.471, -0.839], [-7.311, -1.553, 0.181], [-5.918, -1.127, -0.270], [-5.381, -0.281, 0.727], [-4.152, 0.259, 0.546], [-3.327, 0.025, -0.550], [-2.089, 0.637, -0.625], [-1.640, 1.484, 0.380], [-0.290, 2.141, 0.276], [-0.231, 3.134, -0.912], [-0.027, 4.572, -0.436], [-0.806, 5.449, -0.695], [1.062, 4.782, 0.284], [0.734, 1.111, 0.148], [2.043, 1.370, 0.287], [2.457, 2.504, 0.493], [2.974, 0.168, 0.165], [4.422, 0.640, 0.331], [5.375, -0.546, 0.218], [5.053, -1.565, 1.310], [3.612, -2.045, 1.143], [3.447, -2.698, -0.229], [3.776, -1.679, -1.320], [5.217, -1.199, -1.154], [2.820, -0.490, -1.213], [2.656, -0.858, 1.262], [-2.468, 1.713, 1.473], [-3.705, 1.113, 1.557], [-7.378, -3.371, -0.986], [-8.072, -1.967, -1.798], [-8.960, -2.762, -0.499], [-7.224, -2.061, 1.143], [-7.917, -0.658, 0.329], [-5.279, -2.011, -0.404], [-5.981, -0.591, -1.228], [-3.639, -0.624, -1.353], [-1.469, 0.457, -1.492], [-0.086, 2.688, 1.207], [-1.153, 3.096, -1.492], [0.604, 2.874, -1.566], [1.630, 3.969, 0.390], [0.416, 0.172, -0.027], [4.650, 1.384, -0.435], [4.534, 1.127, 1.301], [6.404, -0.194, 0.339], [5.736, -2.414, 1.243], [5.181, -1.109, 2.294], [3.375, -2.774, 1.925], [4.115, -3.557, -0.313], [2.422, -3.059, -0.350], [3.656, -2.146, -2.304], [5.462, -0.481, -1.939], [5.901, -2.045, -1.247], [3.046, 0.240, -1.994], [1.795, -0.838, -1.366], [1.625, -1.212, 1.176], [2.766, -0.388, 2.243], [-2.141, 2.374, 2.262], [-4.354, 1.290, 2.400]], "forces_ev_per_a": [[0.1, 0.1, 0.2], [0.3, 0.1, -0.1], [-0.3, -0.2, -0.1], [0.0, 0.1, 0.2], [0.2, 0.2, 0.1], [-0.3, -0.2, 0.0], [0.1, 0.2, 0.2], [0.1, -0.1, 0.0], [0.1, 0.2, 0.0], [0.1, 0.3, 0.1], [-0.3, -0.5, -0.4], [0.0, 0.2, 0.0], [0.6, 0.1, 0.4], [-0.2, -0.1, 0.0], [-0.1, -0.6, -0.2], [0.2, 0.5, 0.1], [0.0, 0.4, 0.1], [0.0, 0.0, 0.0], [0.2, 0.0, 0.0], [0.0, 0.0, 0.0], [-0.1, -0.2, 0.2], [0.0, 0.1, 0.0], [0.0, -0.1, -0.2], [0.0, 0.0, 0.0], [0.1, -0.1, 0.0], [0.1, -0.1, 0.0], [0.0, -0.1, -0.1], [-0.2, -0.2, -0.1], [0.0, -0.1, -0.1], [-0.1, 0.0, -0.1], [-0.1, -0.1, 0.0], [0.0, 0.0, 0.0], [0.0, 0.0, 0.1], [0.0, 0.1, 0.0], [0.1, -0.1, 0.1], [-0.1, -0.1, 0.0], [0.1, 0.0, -0.1], [-0.1, -0.1, -0.2], [0.1, 0.1, 0.0], [0.0, 0.0, 0.0], [-0.4, 0.2, -0.1], [0.1, 0.0, 0.1], [0.0, 0.1, 0.0], [0.0, 0.1, 0.0], [-0.1, 0.0, 0.0], [0.0, 0.0, 0.0], [0.0, 0.0, 0.1], [0.0, 0.1, 0.0], [0.0, -0.1, 0.0], [0.0, -0.1, 0.0], [0.0, 0.0, 0.1], [0.0, 0.0, -0.1], [0.1, 0.0, 0.0], [-0.1, 0.1, 0.0], [-0.1, 0.0, 0.0], [0.0, 0.0, 0.0], [-0.1, 0.0, 0.1], [0.0, 0.1, 0.1], [-0.1, 0.0, 0.1]], "max_force_ha_per_bohr": 0.0142, "e_tot_ha": -1250.8257, "e_homo_ev": -8.7789, "smiles": "CCCOc1ccc([C@H](CC(=O)O)NC(=O)[C@]23C[C@H]4C[C@H](C[C@H](C4)C2)C3)cc1", "gap_ev": 9.16, "de_lowest_kj_mol": 0.00}

No. 3
{"formula": "C23H31NO6", "method": "the ωB97M-V functional and the def2-TZVPD basis", "elements": ["C", "C", "O", "C", "O", "C", "C", "O", "O", "C", "C", "C", "O", "O", "C", "C", "C", "C", "C", "N", "C", "C", "C", "C", "C", "C", "C", "C", "C", "C", "H", "H", "H", "H", "H", "H", "H", "H", "H", "H", "H", "H", "H", "H", "H", "H", "H", "H", "H", "H", "H", "H", "H", "H", "H", "H", "H", "H", "H", "H", "H"], "coordinates": [[5.484, -0.671, -1.687], [4.529, 0.477, -1.819], [3.272, 0.103, -1.188], [2.243, 0.838, -1.663], [2.372, 1.668, -2.532], [0.922, 0.475, -1.020], [-0.038, 1.605, -1.385], [0.227, 2.793, -1.309], [-1.260, 1.169, -1.728], [-2.177, 2.251, -2.029], [-3.537, 1.617, -2.019], [0.607, -0.758, -1.861], [1.247, -1.045, -2.862], [-0.441, -1.461, -1.442], [-0.699, -2.681, -2.181], [-2.158, -2.969, -2.008], [0.966, 0.317, 0.493], [-0.386, -0.036, 1.037], [-0.757, -1.335, 1.233], [-1.820, -1.712, 1.958], [-2.509, -0.821, 2.871], [-3.548, -1.704, 3.592], [-3.296, -3.155, 3.139], [-2.250, -3.097, 2.013], [1.544, 1.640, 1.030], [2.922, 1.784, 1.171], [3.476, 3.030, 1.480], [2.636, 4.114, 1.760], [1.254, 3.942, 1.729], [0.710, 2.721, 1.317], [6.483, -0.319, -1.956], [5.508, -1.088, -0.677], [5.199, -1.454, -2.398], [4.888, 1.398, -1.338], [4.309, 0.682, -2.869], [-2.090, 3.035, -1.267], [-1.907, 2.646, -3.019], [-4.318, 2.376, -2.092], [-3.651, 0.930, -2.863], [-3.692, 1.048, -1.096], [-0.443, -2.489, -3.224], [-0.056, -3.470, -1.770], [-2.369, -3.991, -2.328], [-2.493, -2.832, -0.976], [-2.737, -2.288, -2.641], [1.658, -0.520, 0.674], [-1.045, 0.769, 1.383], [-0.180, -2.158, 0.795], [-2.994, 0.008, 2.330], [-1.809, -0.366, 3.594], [-4.555, -1.381, 3.312], [-3.439, -1.596, 4.674], [-2.895, -3.755, 3.963], [-4.212, -3.632, 2.779], [-1.391, -3.763, 2.205], [-2.684, -3.410, 1.048], [3.560, 0.912, 1.018], [4.559, 3.135, 1.479], [3.064, 5.092, 1.976], [0.571, 4.757, 1.975], [-0.372, 2.628, 1.216]], "forces_ev_per_a": [[0.1, -0.2, -0.2], [-0.3, 0.0, 0.1], [-0.1, 0.4, -0.4], [1.2, 1.2, -0.6], [-0.2, -0.7, 0.7], [0.0, 0.3, -1.9], [-0.3, 1.8, 0.0], [-0.2, -1.8, -0.2], [0.4, 0.4, 0.0], [0.0, -0.3, 0.0], [-0.5, -0.2, -0.2], [-0.2, -0.9, -1.1], [-0.6, 0.3, 1.2], [0.5, -0.2, -0.4], [0.2, 0.4, 0.1], [-0.6, 0.0, -0.2], [0.1, 0.0, 0.3], [-0.4, -1.0, 1.0], [1.0, 1.7, -0.3], [-0.8, -0.5, 0.5], [-0.2, 0.0, 0.1], [0.0, 0.2, -0.2], [0.2, -0.3, 0.1], [-0.1, -0.1, -0.2], [-0.2, -0.5, 0.5], [0.1, 0.3, 0.1], [-0.4, -0.2, 0.0], [0.2, -0.2, -0.1], [-0.2, -0.3, -0.3], [0.3, 0.2, 0.5], [0.0, -0.1, 0.1], [0.0, 0.1, -0.1], [0.1, 0.0, 0.2], [-0.1, -0.2, -0.1], [0.2, 0.1, 0.2], [0.1, -0.2, -0.3], [-0.1, 0.1, 0.4], [0.0, 0.0, 0.0], [0.0, 0.1, 0.1], [0.0, 0.1, -0.1], [0.0, -0.3, 0.1], [-0.1, 0.2, -0.1], [-0.1, 0.0, 0.0], [0.2, -0.1, -0.1], [0.0, -0.1, 0.2], [0.0, 0.4, 0.2], [0.4, -0.4, -0.1], [-0.1, 0.3, 0.3], [0.1, -0.2, 0.1], [0.0, -0.1, -0.3], [0.1, -0.1, 0.2], [-0.1, 0.0, -0.2], [-0.2, 0.1, -0.1], [0.2, 0.0, 0.2], [-0.2, 0.2, 0.0], [0.1, 0.0, 0.3], [-0.1, 0.4, 0.0], [-0.2, 0.1, 0.2], [-0.1, -0.2, 0.1], [0.3, -0.1, -0.1], [0.4, 0.1, 0.1]], "max_force_ha_per_bohr": 0.0386, "e_tot_ha": -1401.1943, "e_homo_ev": -7.4167, "smiles": "CCOC(=O)C(C(=O)OCC)(C(=O)OCC)[C@H](/C=C/N1CCCC1)c1ccccc1", "gap_ev": 8.00, "de_lowest_kj_mol": 0.00}

Number 1: LUMO level 0.37 eV. Number 2: LUMO level 0.38 eV. Number 3: LUMO level 0.59 eV.